The following is a DFT calculation (ωB97M-V with the def2-TZVPD basis set) of a cluster of 2 separate species, C4H13N2O2 in total at a distorted geometry.

The gap between HOMO and LUMO is 0.39332 Eh. The calculation puts the lowest unoccupied orbital energy at -2.9402 eV. Its electronic energy is -419.95377 Eh. The charge is +1.

```
21
C4H13N2O2 | OMol25 | ωB97M-V with the def2-TZVPD basis set
O -0.5703 -2.7276 -0.0873
C -1.5198 -1.9873 -0.1462
C -1.3882 -0.4768 -0.2013
C -0.3054 0.0790 -1.1295
C 1.0497 -0.5883 -1.0601
N 1.7370 -0.1907 0.2330
N -1.0795 -0.0360 1.1729
H -2.5238 -2.4393 -0.1087
H -2.3612 -0.1293 -0.5460
H -0.1654 1.1125 -0.7659
H -0.6663 0.3286 -2.1304
H 1.7196 -0.3268 -1.8796
H 0.9423 -1.6596 -1.0081
H 0.9884 -0.0807 0.9465
H 2.1443 0.7418 0.1550
H 2.3095 -0.9718 0.5617
H -1.5657 -0.6016 1.8679
H -1.3533 0.9366 1.2713
H 1.0132 3.5112 0.3748
H 0.5272 2.8364 1.6329
O 1.0675 2.6698 0.8470
```